Below is a structure of composition C20H22NO8S2, with properties calculated with ωB97M-V with the def2-TZVPD basis set.

ORCA input file:
```
! wB97M-V def2-TZVPD RIJCOSX def2/J DEFGRID3
* xyz -1 1
C -5.4700 -3.2812 0.7562
H -5.8953 -6.4329 1.9150
H 5.1370 3.2297 1.3038
O 2.3717 1.4144 -2.4259
O -1.5956 2.9595 -0.9239
O 3.0428 2.9808 -0.6928
C -4.0224 -5.4029 1.8203
H 5.7275 -0.2894 1.5398
H -1.8222 0.1233 -0.2301
O -0.2571 2.8797 -3.9162
C -1.5623 3.9437 -1.9232
H 0.7050 -3.5817 1.8450
O -1.2816 -5.0331 2.1993
C -3.3704 -4.2286 1.4646
C -3.4163 -1.9048 0.5000
C -4.0954 -3.1676 0.9223
O 0.1320 5.2278 -3.3300
C 4.9497 2.3838 0.6436
H -7.1857 -4.5391 0.9824
C 4.4673 2.8743 -0.7227
H -3.3289 1.8544 -0.9620
H 1.8866 -1.5417 1.0805
H -6.0201 -2.4480 0.3414
O -4.0579 -0.9827 0.0441
C -2.8810 2.6893 -0.4157
C 0.1005 -0.5834 0.3788
H -3.4472 -6.2198 2.2335
C 6.2281 1.5408 0.5011
C 0.1584 -2.7658 1.3928
C -1.2176 -2.8767 1.2370
H 4.9061 3.8411 -0.9661
H -1.6536 4.9451 -1.4970
O 3.1254 3.6519 -3.0629
H 4.7572 2.1402 -1.4767
C -6.1152 -4.4516 1.1155
S -0.0397 3.8651 -2.8801
H 5.0233 -0.1532 -0.0796
H -2.3404 3.7731 -2.6727
C 5.9146 0.0394 0.5180
H -3.5618 3.5437 -0.4860
C -1.9387 -1.8260 0.6589
C -1.8961 -4.1234 1.6801
C -5.3901 -5.5153 1.6425
C 0.8139 -1.6230 0.9647
H 4.1440 1.7758 1.0531
S 2.3660 2.8278 -2.1597
H 6.7148 1.7650 -0.4502
H 6.9420 1.7836 1.2884
H -2.7784 2.4413 0.6396
H 0.6113 0.3054 0.0297
N 0.9598 3.4032 -1.7426
H 6.7290 -0.5459 0.0924
C -1.2728 -0.6851 0.2314
*
```

=====

Below is a cluster of 4 separate species, C20H22O4S in total, with properties calculated with ωB97M-V with the def2-TZVPD basis set.

ORCA input file:
```
! wB97M-V def2-TZVPD RIJCOSX def2/J DEFGRID3
* xyz 0 1
C 3.4227 4.4897 2.2741
H 1.5838 3.4511 1.8264
H 1.2749 6.8652 4.4275
H -2.9446 0.6651 -3.1177
H -0.8943 0.0687 0.1813
C 2.9099 -0.0203 0.5533
H -3.7985 -2.2497 -6.0778
H -3.2494 -4.6561 0.7170
C -2.2352 -2.6624 -3.1026
O -0.0532 -6.0774 0.6836
H 2.6367 1.4882 2.0828
H 2.9791 -1.4587 -0.9815
C -3.4341 -0.6839 -4.6359
H 5.0749 5.6603 2.8644
C 0.9303 -0.8208 -0.5373
O -1.6552 -4.6822 -0.6171
C -2.7769 -2.9657 -4.3535
C 0.7825 0.8554 1.2160
O -0.4614 -3.6324 1.1143
H 0.1725 5.0977 3.0021
H -4.0143 0.0479 -5.1833
C 4.0111 5.5201 3.0031
C 1.8186 6.1529 3.8213
C -3.3484 -1.9752 -5.1318
O 0.7965 -4.3875 -0.9011
H 4.0584 3.7457 1.8059
H -3.0789 -3.3156 -0.5530
C 3.1994 6.3408 3.7738
H 0.4544 -1.5314 -1.1999
H -2.6935 -3.9835 -4.7139
C -2.6035 -3.9782 0.1691
H -1.7087 -3.4325 -2.5624
C 2.0532 4.2956 2.3080
C 2.3182 -0.7930 -0.4441
C -2.9321 -0.3898 -3.3711
C -1.8055 -3.0993 1.1684
H 3.9827 0.0820 0.6724
C 1.2537 5.1776 3.0316
H 3.7040 7.0782 4.3881
H -1.8703 -1.1888 -1.6394
H 0.1689 1.5734 1.7448
C 0.1843 0.0150 0.2815
S -0.2044 -4.8065 0.0236
H -1.7047 -2.0312 0.9986
H -2.1026 -3.3016 2.1965
C 2.1649 0.8169 1.3793
C -2.3659 -1.3641 -2.5850
*
```

Results
SMILES	O=S1(=O)OCCO1.c1ccccc1.c1ccccc1.c1ccccc1

=====

Below is a structure of composition C20H23BBrF5N2NaO6P2, with properties calculated with ωB97M-V with the def2-TZVPD basis set.

ORCA input file:
```
! wB97M-V def2-TZVPD RIJCOSX def2/J DEFGRID3
* xyz 1 1
O -3.8602 -0.8589 2.7251
H -2.1199 -2.0796 -2.8787
H -0.4601 -3.9850 -1.4222
F 1.6113 -5.0192 -0.9394
C -1.5021 -0.4725 -1.5230
C 1.6082 2.3174 -0.6839
C -2.5440 -0.6399 -0.6024
O -2.6397 -3.3139 -1.1117
C 2.6585 -2.9477 -0.5792
C 1.7444 1.4389 -1.6611
C -0.8063 1.5472 -0.3857
H 4.4858 0.6322 2.0271
C -1.1154 3.7210 3.2155
H 0.0651 -2.5944 -0.4441
H 0.5696 1.8169 3.4212
C 1.6179 -3.7583 -1.3888
H 5.3328 2.1997 2.0047
H -2.8401 -4.0143 -0.4737
H 2.4239 1.5551 1.7906
H 0.0487 -2.8981 -3.4878
H -5.3947 -2.5232 0.3699
H 3.0918 3.0627 2.3313
H 2.7390 1.1217 -1.9825
O 3.5293 4.0271 -0.3532
C -1.2634 -1.4377 -2.6866
B 2.8201 2.9665 0.1129
C 0.1911 2.6916 -0.2864
C -0.6465 0.6066 -1.4039
C 4.5481 1.6047 1.5365
H 4.4422 3.9546 -0.0475
H -1.7452 4.4937 2.7832
O 0.5466 0.6544 -3.5252
O -0.1003 3.8152 0.0630
H 0.9408 -1.6136 -2.7313
C -1.8605 1.3987 0.4943
N -2.0595 2.3682 1.5019
H 4.8917 1.3905 0.5101
F 2.3268 -2.7957 0.6756
H -2.9246 -0.7991 2.9686
Na 4.2338 -0.9160 -2.1713
H -1.1925 -0.8092 -3.5782
H -5.4529 -1.9551 -1.7665
P -4.0808 0.4310 1.7105
C 0.0491 -2.2295 -2.6223
Br -6.0734 0.1929 0.6557
H 0.2096 0.7729 2.0635
F 2.8680 -1.7257 -1.2015
F 2.1482 -3.8219 -2.6491
N -4.3940 -2.5264 0.5342
O -4.5391 -1.7975 -2.0424
H -0.0758 4.0588 3.0968
P -3.6339 -2.0965 -0.7431
C 0.5244 0.8483 -2.3282
H -1.2725 3.5725 4.2871
C -2.7245 0.3253 0.3895
H -0.7112 0.6517 3.5976
C -0.2505 1.3357 2.8783
C 3.1611 2.3211 1.5277
C 0.2144 -3.1335 -1.3834
C -1.2036 2.4304 2.4414
F 3.8449 -3.5628 -0.6298
*
```

=====

Below is a cluster of 16 separate species, C20H23Cl45N3S in total, with properties calculated with ωB97M-V with the def2-TZVPD basis set.

ORCA input file:
```
! wB97M-V def2-TZVPD RIJCOSX def2/J DEFGRID3
* xyz 1 1
H -3.8320 -3.3247 -3.8700
C 4.5378 4.5219 4.6120
Cl -11.0575 -3.2943 1.7067
Cl 6.5508 2.6003 7.4503
C 10.3971 -7.3573 5.8390
H 3.6147 -2.3978 4.1722
H -0.9655 1.4106 -0.1318
Cl -8.0298 -1.0889 2.5363
Cl 9.2232 3.1315 11.1652
Cl -10.1589 -2.5335 4.3644
Cl 11.1404 -8.0842 4.4136
Cl 2.9614 -1.1893 -3.5685
C -4.8177 -0.1486 -2.9326
Cl 4.2669 2.8356 5.0575
Cl 7.3357 -3.4400 5.3969
Cl -6.3394 -5.0600 -5.5754
Cl -1.2382 4.4978 2.0880
N -3.0286 -2.8250 -3.4834
H -4.2028 4.4755 -8.6168
H 8.9499 1.5031 9.5024
Cl -4.5249 2.8282 -6.9738
H -12.0286 -3.8202 3.7752
C -2.6802 5.3177 2.7012
Cl 4.2136 4.7683 2.8911
C 7.7118 -4.4685 4.0097
Cl -0.2548 1.5277 -6.6108
C 9.7689 1.7927 10.1511
C -11.0096 -3.7557 3.4117
Cl 7.0518 -0.1285 8.3029
C -7.0864 -0.2872 1.2856
N -4.4281 1.2918 -1.3758
C -7.0477 -3.4533 -5.7239
H -4.7874 1.9411 -0.6702
S -2.1237 2.1467 -0.3304
Cl 2.7433 -0.9937 2.5043
Cl 8.6542 -7.1628 5.6000
C -3.4202 -0.4414 -3.1478
Cl 3.7756 -2.8176 -1.3030
H -8.0630 -3.4889 -5.3457
C 2.3119 1.7052 0.0165
Cl -5.5821 0.3695 1.9536
H -7.6704 0.5374 0.8926
H 5.5788 4.7606 4.7995
Cl 2.5633 2.9184 -1.2383
N -5.3619 0.6958 -2.0934
H 4.8147 -0.8966 -2.1584
Cl 10.2126 0.3993 11.1440
C -5.6853 3.2946 -13.1401
Cl 3.3945 -0.3243 5.2480
C -2.4775 0.2865 -2.3679
Cl 1.1025 0.5120 -0.5040
H 1.9377 2.2048 0.9040
C 5.8118 1.0530 7.8705
H -5.5627 -0.6988 -3.5566
Cl 3.5377 5.5943 5.5938
H -2.4979 6.3859 2.6787
Cl -7.0970 -2.9418 -7.4081
Cl -2.0898 4.2797 -7.6152
H -1.9238 -1.3346 -4.4454
C -3.6115 3.6424 -8.2525
Cl 3.8224 0.9062 0.4253
Cl -6.1325 -2.2837 -4.7461
Cl 11.1264 2.2927 9.1372
H 10.8304 -6.3746 5.9868
H 7.5327 -5.4993 4.2934
Cl -6.7361 -1.3995 -0.0439
Cl 5.5052 -2.5889 -3.6240
Cl -3.0027 4.8442 4.3672
Cl 0.9561 3.2473 -4.6128
Cl 4.6557 1.2539 9.1884
H 5.2780 0.6829 7.0022
C -3.1209 1.1634 -1.4482
H -6.2339 4.0863 -13.6369
C 4.3307 -1.7584 -2.6040
C -2.9887 -1.4866 -4.1738
Cl -6.4299 1.7525 -13.5654
Cl 10.7199 -8.3295 7.2746
C -0.5584 2.6208 -5.2621
Cl -1.4899 1.7896 -3.9907
Cl 9.4104 -4.3038 3.5585
H -1.4013 0.1563 -2.4476
Cl -3.3116 2.5454 -9.5956
H -3.3043 -2.6633 -2.5116
Cl -4.0781 4.9722 1.6727
H -3.6061 -1.4955 -5.0859
Cl 5.4830 -1.1942 3.4316
H -1.1493 3.4578 -5.6246
C 3.7866 -1.3682 3.8783
Cl -4.0088 3.3505 -13.6909
Cl -5.7744 3.5674 -11.3951
Cl 6.6624 -4.0803 2.6372
Cl -10.2501 -5.3362 3.6073
*
```

=====

Number 1: gap between HOMO and LUMO 6.4 eV, maximum force 0.562 eV/A, electronic energy -60638.445 eV. Number 2: gap between HOMO and LUMO 10.0 eV, maximum force 1.762 eV/A, electronic energy -40120.315 eV. Number 3: gap between HOMO and LUMO 5.8 eV, maximum force 2.665 eV/A, electronic energy -143675.423 eV. Number 4: gap between HOMO and LUMO 7.7 eV, maximum force 3.893 eV/A, electronic energy -599918.025 eV.